{"formula": "C5H7NO", "method": "wB97M-V/def2-TZVPD", "e_above_lowest_ev": 4.064, "lumo_ev": 0.956, "largest_force_ev_per_a": 4.97, "spin_multiplicity": 1, "orbital_gap_ev": 10.11, "symbols": ["O", "C", "C", "C", "C", "C", "N", "H", "H", "H", "H", "H", "H", "H"], "xyz": [[-2.3000, 0.4670, 1.9371], [-2.2491, -0.5275, 1.4045], [-0.4444, -0.9232, -0.9833], [0.3865, 0.2916, -1.1909], [0.5433, 1.1149, 0.0759], [1.0676, -0.1842, 0.7193], [0.9767, -0.9390, -0.5665], [-1.6616, -1.0887, -0.3798], [-0.5973, -1.5426, -1.8581], [0.6619, 0.6149, -2.1908], [-0.3622, 1.5706, 0.4836], [1.3160, 1.8797, -0.0144], [0.4745, -0.6231, 1.5256], [2.1091, -0.1376, 1.0420]], "nbo_charge": [-0.50, 0.51, -0.29, -0.10, -0.44, -0.23, -0.38, 0.20, 0.21, 0.20, 0.21, 0.22, 0.18, 0.20]}


{"formula": "C5H7NO", "method": "wB97M-V/def2-TZVPD", "e_above_lowest_ev": 0.906, "lumo_ev": 0.639, "largest_force_ev_per_a": 2.28, "spin_multiplicity": 1, "orbital_gap_ev": 10.06, "symbols": ["C", "C", "C", "N", "C", "C", "H", "H", "H", "H", "H", "O", "H", "H"], "xyz": [[0.5997, -1.2734, -0.4227], [-0.3798, -0.4975, 0.1835], [-0.4073, 0.8753, -0.1310], [0.4723, 1.5070, -0.8987], [1.4271, 0.7229, -1.4244], [1.5056, -0.6569, -1.2474], [0.6295, -2.3507, -0.2453], [-1.1137, -0.9245, 0.8994], [-1.1953, 1.5024, 0.2750], [2.2243, 1.2553, -1.9786], [2.3301, -1.2484, -1.7069], [-2.2288, 0.4669, 1.8762], [-1.8099, 1.0217, 2.5815], [-2.0540, -0.4001, 2.2394]], "nbo_charge": [-0.18, -0.25, 0.04, -0.42, 0.03, -0.27, 0.21, 0.21, 0.21, 0.19, 0.22, -0.92, 0.47, 0.46]}


{"formula": "C5H7NO", "method": "wB97M-V/def2-TZVPD", "e_above_lowest_ev": 2.285, "lumo_ev": 0.930, "largest_force_ev_per_a": 0.71, "spin_multiplicity": 1, "orbital_gap_ev": 10.58, "symbols": ["C", "C", "C", "C", "N", "C", "O", "H", "H", "H", "H", "H", "H", "H"], "xyz": [[-0.1256, -1.9688, -0.1455], [-0.6543, -1.1143, 0.5148], [-1.0629, 0.1247, 1.1635], [-0.1077, 1.2760, 0.6676], [1.2031, 0.8731, 0.1516], [1.4103, 0.3539, -1.1157], [2.0852, -0.6291, -1.3366], [0.3741, -2.6860, -0.7544], [-1.0566, 0.0163, 2.2573], [-2.1088, 0.3465, 0.9052], [-0.6270, 1.8238, -0.1235], [0.0738, 1.9618, 1.4987], [1.7803, 0.3587, 0.8074], [0.9926, 0.9572, -1.9437]], "nbo_charge": [-0.22, -0.03, -0.50, -0.20, -0.64, 0.55, -0.59, 0.25, 0.23, 0.24, 0.20, 0.21, 0.39, 0.11]}


{"formula": "C5H7NO", "method": "wB97M-V/def2-TZVPD", "e_above_lowest_ev": 3.322, "lumo_ev": 0.780, "largest_force_ev_per_a": 11.84, "spin_multiplicity": 1, "orbital_gap_ev": 8.11, "symbols": ["C", "N", "C", "C", "C", "C", "O", "H", "H", "H", "H", "H", "H", "H"], "xyz": [[1.6008, -0.8978, -0.0744], [0.3834, -0.0891, -0.1390], [0.2788, 0.8860, -0.8566], [-0.9159, 1.6085, -0.5902], [-1.6020, 0.7563, 0.2797], [-0.7755, -0.3635, 0.5047], [-0.4849, -1.0514, 1.5996], [2.1947, -0.5377, 0.7175], [2.1551, -0.9315, -1.0533], [1.5905, -2.0911, 0.2346], [1.0792, 0.9521, -1.7597], [-1.3576, 2.4509, -1.1146], [-2.7543, 0.7670, 0.4442], [-1.3923, -1.4589, 1.8076]], "nbo_charge": [-0.41, -0.35, 0.00, -0.33, -0.33, 0.31, -0.67, 0.21, 0.22, 0.23, 0.19, 0.22, 0.22, 0.48]}


{"formula": "C5H7NO", "method": "wB97M-V/def2-TZVPD", "e_above_lowest_ev": 0.485, "lumo_ev": 0.661, "largest_force_ev_per_a": 1.12, "spin_multiplicity": 1, "orbital_gap_ev": 10.98, "symbols": ["C", "C", "O", "C", "C", "C", "N", "H", "H", "H", "H", "H", "H", "H"], "xyz": [[-0.2825, -1.9892, -0.3419], [-0.5236, -0.6789, 0.3665], [-1.1624, -0.5868, 1.3865], [0.0965, 0.5839, -0.2781], [-0.2922, 1.8593, 0.4691], [1.5533, 0.3978, -0.3418], [2.6959, 0.2170, -0.3634], [-0.9309, -2.7558, 0.0852], [0.7641, -2.2894, -0.2157], [-0.4659, -1.8961, -1.4178], [-0.2625, 0.6287, -1.3162], [0.0124, 1.7960, 1.5157], [0.1758, 2.7340, 0.0102], [-1.3780, 1.9795, 0.4415]], "nbo_charge": [-0.73, 0.62, -0.51, -0.43, -0.59, 0.28, -0.31, 0.24, 0.25, 0.23, 0.26, 0.23, 0.22, 0.23]}


{"formula": "C5H7NO", "method": "wB97M-V/def2-TZVPD", "e_above_lowest_ev": 6.630, "lumo_ev": [0.164, -0.622], "largest_force_ev_per_a": 1.12, "spin_multiplicity": 1, "orbital_gap_ev": [8.83, 7.24], "symbols": ["O", "C", "C", "C", "C", "C", "N", "H", "H", "H", "H", "H", "H", "H"], "xyz": [[2.8018, -0.5825, 0.6192], [2.0455, -0.3993, -0.5499], [0.6062, -0.0170, -0.3596], [-0.1667, 0.0819, 0.7195], [-1.3820, 0.7963, 0.6219], [-2.1739, 0.1621, -0.4274], [-2.7614, 0.1241, 0.7791], [2.6241, 0.1710, 1.1966], [2.4792, 0.3730, -1.2114], [2.1196, -1.3347, -1.1154], [-1.4133, 1.8538, 0.8461], [-2.0059, -0.7285, -1.0257], [0.0921, 0.3003, -1.2905], [-2.8654, -0.8006, 1.1976]], "nbo_charge": [-0.70, -0.09, -0.29, -0.05, -0.17, 0.01, -0.53, 0.47, 0.17, 0.19, 0.23, 0.20, 0.19, 0.37]}


{"formula": "C5H7NO", "method": "wB97M-V/def2-TZVPD", "e_above_lowest_ev": 1.746, "lumo_ev": 0.405, "largest_force_ev_per_a": 3.46, "spin_multiplicity": 1, "orbital_gap_ev": 9.13, "symbols": ["C", "C", "C", "C", "C", "N", "O", "H", "H", "H", "H", "H", "H", "H"], "xyz": [[0.3101, -1.0930, -1.5601], [0.0168, -1.3992, -0.2654], [-0.2869, -0.3550, 0.6410], [-0.4942, -0.3750, 1.9588], [-0.4906, 1.0918, -0.1135], [0.6705, 1.7329, -0.4264], [-1.5663, 1.6603, -0.0984], [-0.0067, -0.2427, -2.1468], [0.7885, -1.8429, -2.1876], [-0.0365, -2.4314, 0.0783], [-0.1475, -1.2054, 2.5666], [-0.9371, 0.4720, 2.4749], [0.6254, 2.7363, -0.5415], [1.5546, 1.2511, -0.3798]], "nbo_charge": [-0.38, -0.23, -0.12, -0.36, 0.67, -0.84, -0.60, 0.21, 0.20, 0.22, 0.20, 0.22, 0.41, 0.40]}


{"formula": "C5H7NO", "method": "wB97M-V/def2-TZVPD", "e_above_lowest_ev": 2.836, "lumo_ev": 0.931, "largest_force_ev_per_a": 1.83, "spin_multiplicity": 1, "orbital_gap_ev": 10.48, "symbols": ["N", "C", "O", "C", "C", "C", "C", "H", "H", "H", "H", "H", "H", "H"], "xyz": [[2.2379, -0.2622, 0.7317], [1.4256, -0.3290, -0.2216], [0.9407, -1.4164, -0.8772], [-0.3639, -0.6468, -1.0531], [-1.1862, -0.5661, 0.2701], [-0.5764, 0.8374, 0.6018], [0.2646, 0.6814, -0.6811], [1.8944, 0.5489, 1.2623], [-0.7875, -0.9376, -2.0095], [-0.8607, -1.3282, 0.9753], [-2.2741, -0.6151, 0.1579], [0.1008, 0.8390, 1.4898], [-1.2575, 1.6848, 0.7400], [0.4425, 1.5099, -1.3864]], "nbo_charge": [-0.69, 0.60, -0.49, 0.08, -0.43, -0.41, -0.33, 0.35, 0.21, 0.23, 0.23, 0.20, 0.22, 0.24]}


{"formula": "C5H7NO", "method": "wB97M-V/def2-TZVPD", "e_above_lowest_ev": 1.738, "lumo_ev": 0.898, "largest_force_ev_per_a": 0.51, "spin_multiplicity": 1, "orbital_gap_ev": 10.71, "symbols": ["C", "C", "C", "C", "N", "C", "O", "H", "H", "H", "H", "H", "H", "H"], "xyz": [[1.1381, -1.8627, -1.1806], [0.1489, -1.1957, -1.0121], [-0.9933, -0.3398, -0.6813], [-1.0991, -0.1549, 0.8449], [0.1725, 0.1949, 1.4532], [0.8354, 1.3158, 1.0565], [0.3458, 2.2090, 0.3931], [2.0153, -2.4483, -1.3458], [-1.9248, -0.7685, -1.0674], [-0.8596, 0.6441, -1.1437], [-1.8301, 0.6285, 1.0652], [-1.4410, -1.0821, 1.3132], [0.7450, -0.5695, 1.7801], [1.8795, 1.3422, 1.4177]], "nbo_charge": [-0.27, 0.01, -0.51, -0.21, -0.62, 0.53, -0.61, 0.24, 0.24, 0.26, 0.22, 0.21, 0.40, 0.11]}


{"formula": "C5H7NO", "method": "wB97M-V/def2-TZVPD", "e_above_lowest_ev": 1.148, "lumo_ev": 0.995, "largest_force_ev_per_a": 0.37, "spin_multiplicity": 1, "orbital_gap_ev": 10.75, "symbols": ["H", "N", "C", "O", "C", "C", "C", "C", "H", "H", "H", "H", "H", "H"], "xyz": [[-1.2969, -2.8066, -0.1319], [-1.6701, -1.8590, -0.1792], [-0.7719, -1.0157, 0.0934], [0.5310, -1.3217, 0.3932], [1.2713, -0.1494, 0.7643], [0.4309, 1.0300, 0.3221], [-0.0281, 0.9791, -1.1012], [-0.9188, 0.4614, -0.0001], [2.2448, -0.1969, 0.2660], [1.4251, -0.1507, 1.8500], [0.5500, 1.9828, 0.8278], [0.4089, 0.2204, -1.7471], [-0.3117, 1.8973, -1.6031], [-1.8644, 0.9289, 0.2458]], "nbo_charge": [0.35, -0.69, 0.56, -0.51, -0.06, -0.26, -0.40, -0.31, 0.19, 0.18, 0.24, 0.22, 0.23, 0.25]}


{"formula": "C5H7NO", "method": "wB97M-V/def2-TZVPD", "e_above_lowest_ev": 1.529, "lumo_ev": 0.751, "largest_force_ev_per_a": 0.43, "spin_multiplicity": 1, "orbital_gap_ev": 9.45, "symbols": ["C", "C", "C", "N", "C", "C", "O", "H", "H", "H", "H", "H", "H", "H"], "xyz": [[-0.1970, -1.9795, -0.7128], [0.4096, -0.9163, -0.2015], [-0.1711, 0.1987, 0.5929], [-0.6844, -0.2328, 1.7814], [-0.0735, 1.4923, 0.1739], [0.4535, 1.7407, -1.1593], [0.7882, 0.8706, -1.9484], [-1.2720, -2.1262, -0.7218], [0.4163, -2.7102, -1.2310], [1.4897, -0.8661, -0.2573], [-0.7318, 0.3859, 2.5755], [-0.5493, -1.2124, 1.9808], [-0.3838, 2.3325, 0.7933], [0.5564, 2.7986, -1.4679]], "nbo_charge": [-0.39, -0.21, 0.27, -0.77, -0.47, 0.39, -0.57, 0.20, 0.21, 0.23, 0.39, 0.40, 0.21, 0.11]}


{"formula": "C5H7NO", "method": "wB97M-V/def2-TZVPD", "e_above_lowest_ev": 5.322, "lumo_ev": [0.559, 0.560], "largest_force_ev_per_a": 5.03, "spin_multiplicity": 1, "orbital_gap_ev": [8.82, 8.82], "symbols": ["C", "C", "C", "C", "C", "N", "O", "H", "H", "H", "H", "H", "H", "H"], "xyz": [[2.2562, 0.1156, -0.4727], [-2.7826, 0.3926, 0.3129], [-1.6056, 0.5964, -0.1724], [1.0896, -0.9295, -0.5560], [0.5180, -0.2549, 0.6486], [1.6269, 0.6611, 0.6330], [3.1831, 0.4031, -1.1585], [-3.6550, 0.6304, -0.2474], [-3.1831, -0.3158, 0.9976], [-1.3492, 1.1134, -1.0097], [0.5205, -0.7865, -1.4990], [1.2946, -2.1154, -0.4142], [0.2001, -0.8113, 1.6300], [1.8866, 1.3008, 1.3079]], "nbo_charge": [0.69, -0.50, -0.14, -0.57, 0.04, -0.64, -0.55, 0.20, 0.21, 0.16, 0.24, 0.24, 0.22, 0.40]}